An isolated ion of composition C18H30NO6P2 and charge +1. Source: the Open Molecules 2025 dataset; level of theory: ωB97M-V/def2-TZVPD.

Properties
total charge: +1
lowest unoccupied orbital energy: -4.44 eV
orbital gap: 7.26 eV
SMILES string: CCP(CC)c1c(CCC(C)C)cc(P(=O)(O)O)[nH+]c1CC(=O)OC(C)=O

Each line ends with the Löwdin charge.
Element x y z (Å)
C  4.29087  -1.43536  -0.34658  -0.132
C  3.60770  -0.04501  -0.19604  -0.374
P  1.91822  -0.12888  0.60135  1.072
C  2.16043  0.93126  2.08825  -0.379
C  2.68465  2.36220  1.69975  -0.137
C  0.61003  0.45941  -0.54834  -0.207
C  -0.45470  1.30292  -0.15131  -0.143
C  -0.66696  1.76364  1.26428  -0.114
C  -1.15481  0.54388  2.12572  -0.158
C  -2.59795  0.69709  2.67828  -0.390
C  -3.65418  0.93232  1.58896  -0.063
C  -2.91497  -0.68307  3.32945  -0.073
C  -1.40628  1.73820  -1.05836  0.013
C  -1.31348  1.34081  -2.34079  -0.197
P  -2.51998  1.92787  -3.59689  0.457
O  -2.16810  3.21956  -4.13539  -0.200
O  -2.56632  0.79770  -4.74581  -0.090
O  -3.95399  1.95351  -2.89252  -0.079
N  -0.33401  0.51848  -2.70266  0.157
C  0.59905  0.06497  -1.87700  -0.192
C  1.54974  -0.90311  -2.52295  0.011
C  1.12103  -2.34648  -2.15021  -0.423
O  0.03133  -2.70490  -2.54399  0.139
O  1.94835  -3.17434  -1.47837  0.097
C  1.33611  -3.97217  -0.46914  -0.416
C  0.14035  -3.50388  0.33702  0.018
O  1.81193  -5.05637  -0.26926  0.164
H  4.53308  -1.69970  -1.37348  0.075
H  3.64734  -2.17716  0.12135  0.043
H  5.20962  -1.44165  0.24124  0.077
H  3.57826  0.52148  -1.12944  0.073
H  4.25919  0.54676  0.45140  0.074
H  2.97788  0.45874  2.64043  0.085
H  1.31796  0.96905  2.76671  0.042
H  2.08568  3.13298  2.18930  0.070
H  2.67572  2.50690  0.61891  0.063
H  3.71083  2.51335  2.03727  0.075
H  -1.49288  2.47741  1.26915  0.113
H  0.17886  2.29698  1.68915  0.091
H  -1.17889  -0.34363  1.48119  0.111
H  -0.53082  0.34965  2.99768  0.101
H  -2.62696  1.43215  3.48525  0.139
H  -4.03799  0.00292  1.16475  0.080
H  -3.35265  1.62550  0.80367  0.042
H  -4.52076  1.40028  2.06949  0.092
H  -3.73253  -0.62988  4.04706  0.086
H  -3.19919  -1.38495  2.53930  0.075
H  -2.00400  -1.09346  3.77272  0.076
H  -2.21687  2.39441  -0.77820  0.129
H  -2.51777  -0.08263  -4.34134  0.087
H  -4.08347  1.14126  -2.37873  0.094
H  -0.31236  0.22599  -3.67473  0.174
H  2.60118  -0.68317  -2.36417  0.103
H  1.40064  -0.87635  -3.60547  0.140
H  0.06500  -4.12753  1.22101  0.100
H  -0.73937  -3.59450  -0.30421  0.094
H  0.20121  -2.46145  0.65534  0.035


C18H31AgCl3N5S2Si as an isolated structure. Source: the Open Molecules 2025 dataset; level of theory: ωB97M-V/def2-TZVPD.

Properties
lowest unoccupied orbital energy: 0.09 eV
orbital gap: 7.75 eV

Each line ends with the Löwdin charge.
Element x y z (Å)
Ag  0.20237  1.56959  -2.57411  0.338
Cl  -1.35095  1.20752  -6.05238  0.110
Si  -1.65265  0.98357  -3.96619  -0.648
Cl  -3.59569  1.74477  -3.73035  0.113
Cl  -2.07449  -1.13277  -3.89251  0.115
N  0.79264  3.12746  -0.84638  0.138
C  1.68438  3.07339  -0.12508  -0.174
C  2.84072  2.93538  0.71441  -0.235
C  3.00868  3.73203  1.84234  -0.030
C  4.12875  3.55169  2.63631  -0.073
C  5.06693  2.58275  2.30612  -0.070
C  4.89243  1.79066  1.17758  -0.060
C  3.77867  1.96029  0.37595  -0.027
H  2.27001  4.48316  2.08807  0.120
H  4.26999  4.16921  3.51280  0.106
H  5.93941  2.44612  2.93124  0.106
H  5.62886  1.04042  0.92341  0.109
H  3.61633  1.36686  -0.51514  0.075
C  -3.30299  -3.20472  -0.43918  -0.102
C  -4.42298  -2.30589  0.07946  -0.254
C  -3.96045  -0.98136  0.68600  -0.199
C  -3.28188  -0.02607  -0.29951  -0.185
N  -1.91929  -0.38446  -0.65324  -0.021
C  -0.81627  -0.11294  0.04948  -0.810
S  0.71521  -0.45473  -0.61763  0.598
N  -0.97211  0.45498  1.25323  0.029
C  0.11004  0.75055  2.17971  -0.216
C  0.54274  -0.46020  3.00235  -0.200
C  -0.59674  -1.15829  3.73991  -0.262
C  -1.35784  -0.25339  4.70368  -0.109
H  -3.69308  -4.19058  -0.69370  0.071
H  -2.52280  -3.33458  0.31454  0.074
H  -2.83632  -2.79707  -1.33498  0.041
H  -4.98860  -2.84481  0.84391  0.103
H  -5.12742  -2.09591  -0.73090  0.110
H  -3.28932  -1.18883  1.52763  0.095
H  -4.82853  -0.46116  1.09998  0.112
H  -3.28800  0.99848  0.08732  0.122
H  -3.84723  0.00584  -1.23281  0.099
H  -1.75211  -0.77602  -1.56948  -0.013
H  -1.91188  0.58054  1.59025  0.117
H  -0.23558  1.55972  2.82466  0.121
H  0.95724  1.11726  1.60354  0.064
H  1.29749  -0.12188  3.71956  0.116
H  1.03196  -1.16929  2.33211  0.091
H  -0.18354  -2.00605  4.29069  0.107
H  -1.28970  -1.58580  3.00864  0.089
H  -0.67824  0.21269  5.42025  0.077
H  -2.10210  -0.81778  5.26561  0.071
H  -1.88413  0.54930  4.18187  0.061
C  1.86520  -2.62502  -3.49110  -0.081
N  2.48623  -1.33656  -3.25855  -0.069
C  2.20225  -0.23310  -3.95649  -0.951
N  1.48442  -0.38899  -5.07706  0.101
S  2.73975  1.29753  -3.44757  0.532
H  2.26461  -3.33386  -2.77176  0.090
H  2.10368  -2.98485  -4.49361  0.089
H  0.77934  -2.57355  -3.36260  0.068
H  2.92904  -1.16902  -2.37241  0.087
H  0.95182  -1.22442  -5.25105  0.083
H  1.18171  0.44222  -5.55686  0.038


C18H31BaN4O4PS5 as an isolated structure. Source: the Open Molecules 2025 dataset; level of theory: ωB97M-V/def2-TZVPD.

Properties
total charge: -2
lowest unoccupied orbital energy: 4.29 eV
orbital gap: 4.64 eV
energy relative to the best compared isomer or geometry (same formula, charge and spin): 14.9 kcal per mole

Each line ends with the Löwdin charge.
Element x y z (Å)
Ba  0.56646  0.24400  1.12941  1.646
C  -2.66067  -5.00280  1.98670  -0.120
C  -2.50747  -4.40102  3.38911  -0.335
N  -2.82034  -2.99788  3.46519  -0.062
C  -2.04155  -2.03467  2.84215  -0.855
S  -0.45676  -2.48783  2.39155  0.487
N  -2.62338  -0.87598  2.75093  -0.056
N  -2.06788  0.12622  2.04069  -0.098
C  -2.56450  1.31494  2.20763  -0.350
C  -3.55909  1.61503  3.30475  -0.044
C  -2.17274  2.35569  1.28880  -0.299
C  -2.77600  3.62035  1.28634  -0.040
C  -2.41693  4.55393  0.33972  -0.120
C  -1.44249  4.22736  -0.60354  -0.219
C  -0.90874  2.94277  -0.54289  -0.216
N  -1.22859  2.05121  0.36687  -0.074
H  -2.45106  -6.07105  2.00785  0.057
H  -1.94740  -4.52369  1.31899  0.025
H  -3.66740  -4.83948  1.60597  0.062
H  -1.46423  -4.51617  3.69945  0.066
H  -3.15587  -4.92536  4.10308  0.100
H  -3.79853  -2.74532  3.51155  0.114
H  -3.81406  0.67269  3.78803  0.052
H  -4.46665  2.07617  2.92068  0.064
H  -3.10835  2.28240  4.03669  0.078
H  -3.53647  3.86209  2.01394  0.098
H  -2.86975  5.53744  0.33952  0.101
H  -1.16923  4.90454  -1.39278  0.067
H  -0.16083  2.63657  -1.26345  0.091
S  0.37187  2.08159  3.65112  -0.302
S  1.41394  3.78697  3.30577  -0.275
S  0.33611  5.21006  2.22655  -0.238
S  0.90983  5.31844  0.31453  -0.123
C  4.15956  1.82877  -1.02635  -0.024
C  3.15256  1.71615  -2.16944  -0.644
C  2.53562  3.09038  -2.45389  -0.037
C  3.84501  1.21094  -3.44075  -0.043
O  2.08844  0.85333  -1.80993  -0.182
P  2.36661  -0.66477  -1.25629  0.235
O  3.46378  -1.35510  -1.98293  -0.278
O  2.38928  -0.63841  0.23673  -0.663
O  0.87770  -1.18600  -1.73435  -0.198
C  0.64885  -2.55936  -1.98560  -0.649
C  -0.87341  -2.73829  -1.97647  -0.021
C  1.22421  -2.93374  -3.35724  -0.036
C  1.28884  -3.43376  -0.91097  -0.043
H  5.00724  2.44851  -1.31796  0.087
H  4.49770  0.83220  -0.75449  0.071
H  3.67388  2.27610  -0.15994  0.095
H  3.29072  3.75102  -2.87080  0.083
H  2.14238  3.54622  -1.54922  0.023
H  1.71970  2.99170  -3.16899  0.084
H  4.66130  1.87865  -3.71340  0.078
H  3.12791  1.15830  -4.25807  0.084
H  4.22513  0.21155  -3.26441  0.055
H  -1.32603  -2.06157  -2.69656  0.082
H  -1.25850  -2.50005  -0.98820  0.075
H  -1.14118  -3.76110  -2.23004  0.081
H  0.77040  -2.32910  -4.13878  0.082
H  1.05287  -3.98668  -3.57287  0.077
H  2.29058  -2.73422  -3.34081  0.063
H  0.84385  -3.22667  0.05805  0.023
H  2.34548  -3.19283  -0.85767  0.068
H  1.16831  -4.49138  -1.13924  0.088


C18H31Cl2N4O4Sn as an isolated structure. Source: the Open Molecules 2025 dataset; level of theory: ωB97M-V/def2-TZVPD.

Properties
total charge: -1
lowest unoccupied orbital energy (alpha / beta): 2.48 / 2.36 eV
orbital gap (alpha / beta): 3.34 / 3.57 eV
energy relative to the best compared isomer or geometry (same formula, charge and spin): 0.0 kcal per mole

Each line ends with the Löwdin charge.
Element x y z (Å)
O  1.22836  2.54978  -0.79022  -0.394
C  1.87131  3.33682  -0.03266  -0.377
C  2.27843  4.60641  -0.58891  -0.215
C  2.46763  4.73876  -1.98445  -0.062
H  2.38038  3.84802  -2.60918  0.101
C  2.75396  5.99000  -2.51289  -0.133
H  2.86677  6.09558  -3.59489  0.085
C  2.88016  7.10697  -1.67685  -0.160
H  3.12473  8.07931  -2.10104  0.072
C  2.68269  6.97208  -0.29632  -0.137
H  2.75773  7.84870  0.34676  0.083
C  2.37597  5.73412  0.25270  -0.065
H  2.19500  5.58035  1.31792  0.104
H  1.97054  3.16958  1.04059  0.067
C  3.40508  0.97140  1.01700  -0.146
C  1.99078  0.74022  1.36561  -0.352
H  4.03952  0.11866  1.32243  0.064
H  3.79292  1.85230  1.55249  0.082
H  3.56068  1.13106  -0.05467  0.060
C  1.51344  -0.04021  2.33135  -0.271
C  2.30759  -1.04594  3.13028  -0.132
H  0.45990  -0.02026  2.61866  0.057
H  3.26962  -0.64733  3.47206  0.058
H  2.51370  -1.95960  2.54899  0.059
H  1.74021  -1.35193  4.01748  0.052
Sn  0.11372  0.98935  0.04518  0.828
Cl  1.34357  0.06818  -1.95700  0.149
Cl  -0.68119  3.01590  1.28185  0.122
H  -0.89399  3.53568  -4.42328  0.078
H  -1.21650  1.82171  -5.62996  0.078
C  -0.89229  3.11646  -3.41595  -0.012
C  -1.01707  1.06690  -4.86118  -0.062
N  -1.21301  1.69502  -3.56157  -0.189
H  -1.64900  3.60525  -2.79504  0.099
C  -1.47185  0.95500  -2.49404  -0.371
O  -1.47328  1.45746  -1.32027  -0.206
H  -1.71211  0.22423  -4.96028  0.081
H  -1.64951  -0.12207  -2.65206  0.129
H  0.09446  3.25812  -2.95903  0.078
H  0.01420  0.69486  -4.97319  0.084
H  -4.33521  -1.01545  3.53904  0.082
H  -5.60677  1.12087  3.04153  0.082
C  -3.38777  -0.47459  3.48894  -0.040
C  -4.63492  1.62752  3.09353  -0.054
N  -3.57254  0.72094  2.68671  -0.185
H  -2.61783  -1.09914  3.03791  0.085
C  -2.74130  1.02862  1.68898  -0.351
O  -1.71632  0.34963  1.43518  -0.186
H  -4.63949  2.49563  2.42324  0.092
H  -3.00402  1.93195  1.11557  0.096
H  -3.10066  -0.20005  4.50856  0.091
H  -4.48190  1.96805  4.12688  0.089
N  1.16884  -2.53362  -0.35305  0.151
C  -0.14849  -2.26359  -0.20724  -0.623
N  -0.95803  -3.31761  0.05974  0.156
O  -0.65805  -1.11237  -0.24610  -0.163
H  1.41608  -3.50470  -0.47915  0.096
H  1.71081  -1.82664  -0.86302  -0.001
H  -1.94546  -3.13659  0.13146  0.106
H  -0.62877  -4.26508  -0.03553  0.091


Number 1: F_max 2.68 eV/A, total energy -51500.7987 eV. Number 2: F_max 0.27 eV/A, total energy -97741.1578 eV. Number 3: F_max 3.77 eV/A, total energy -97486.8238 eV. Number 4: F_max 3.20 eV/A, total energy -64195.9856 eV.